Entry 1:
Formula: C6H33NO10
Source: the Open Molecules 2025 dataset
Level of theory: ωB97M-V/def2-TZVPD

Structure (XYZ):
```
50
Properties=species:S:1:pos:R:3:forces:R:3:mulliken_charge:R:1
C 3.0243 2.7183 0.3518 -0.7 -1.2 0.3 -1.450
C 1.7816 1.9478 0.8363 -0.7 -1.3 -1.3 0.021
C 1.8939 0.4743 0.3095 1.5 -1.0 2.1 -0.374
C 0.6457 -0.3820 0.1838 -2.9 -0.6 0.8 0.522
N -0.4906 -3.7491 -1.1479 -0.3 -0.8 -0.4 -0.424
C -0.0121 -2.7020 -0.3468 -0.2 -0.6 0.0 -0.145
C 0.6122 -1.5923 -0.7255 0.3 1.1 -0.1 -0.690
H 3.9420 2.1452 0.3944 0.0 -0.6 0.1 0.273
H 2.8364 2.8693 -0.6915 0.2 0.5 -0.4 0.155
H 3.2629 3.6155 0.8465 -0.2 1.4 0.7 0.514
H 1.5255 1.8252 1.8851 0.7 0.5 0.5 0.328
H 0.8591 2.3691 0.4335 0.0 0.5 -0.4 0.008
H 2.4535 0.0561 1.1698 0.1 -0.4 -0.6 0.452
H 2.5933 0.3041 -0.5340 -0.9 0.6 0.3 -0.178
H 0.0333 -0.8494 1.0489 1.9 1.0 0.3 -0.364
H -0.2100 0.2968 -0.0322 0.4 0.0 -1.1 -0.196
H -0.7462 -4.6561 -0.7879 0.3 0.3 0.6 0.180
H -0.3067 -3.8460 -2.1285 0.5 0.6 -0.2 0.256
H -0.3531 -2.8594 0.6893 1.1 0.8 -1.0 0.090
H 1.0404 -1.4275 -1.7082 -0.2 -0.4 -0.2 0.241
H 3.9725 0.8431 -2.6327 -0.2 -0.2 0.0 -0.151
H 3.5507 2.2741 -2.5209 -0.1 0.2 -0.1 0.145
O 3.2035 1.3833 -2.3584 0.3 -0.1 -0.4 -0.033
H -3.9322 2.1222 0.6915 0.5 -0.7 -1.2 0.273
H -2.5176 1.1019 0.7770 -0.8 -0.1 -1.4 0.340
O -3.1998 1.6781 1.1054 0.4 0.3 3.3 -0.648
H -2.9716 0.0559 -1.6704 -0.1 0.0 -0.4 0.282
H -4.2828 0.7160 -2.1965 0.2 -0.3 -0.2 0.261
O -3.6628 0.6962 -1.4649 -0.2 0.4 0.3 -0.554
H -1.2831 -3.3323 1.4924 -1.2 -0.4 0.9 0.316
H -2.5536 -3.2220 0.7540 -0.4 0.0 0.1 0.339
O -2.2385 -3.4965 1.6249 0.6 0.0 -0.3 -0.683
H -1.3573 1.2946 2.6649 0.6 -0.3 -0.4 0.257
H -2.1629 0.7980 3.7119 -0.1 -0.7 0.3 0.285
O -1.3942 0.4927 3.2096 -0.7 1.1 -0.2 -0.525
H 0.5700 -1.4098 4.7241 0.0 0.0 -0.3 0.293
H 0.8254 -0.5969 3.4265 -0.2 -0.1 0.1 0.317
O 0.8797 -0.5636 4.3878 0.5 -0.1 0.4 -0.653
H 4.3312 -1.4937 -0.2902 0.4 -0.4 0.0 0.200
H 4.1252 -2.7884 0.6489 0.5 0.1 -0.4 0.187
O 3.7771 -1.9440 0.3570 -0.8 0.2 0.4 -0.374
H -3.2629 3.1793 -0.7317 -0.2 0.7 -0.2 0.289
H -2.1047 3.4794 0.0392 0.2 0.5 0.5 0.374
O -2.9050 3.9433 -0.2401 0.1 -0.7 -0.9 -0.682
H -1.3104 2.5925 -2.8707 0.7 0.0 0.0 0.244
H 0.1167 1.8374 -2.8123 0.0 0.5 -0.1 0.333
O -0.8419 1.7537 -2.7912 -0.7 -0.7 0.2 -0.763
H -3.2408 -3.0885 -2.6353 0.4 -0.5 0.6 0.267
H -1.8893 -2.4969 -1.9188 -0.4 -0.9 0.1 0.491
O -2.6262 -2.3667 -2.5276 -0.2 1.6 -0.7 -0.646
```
Positions in Å, forces in eV/Å.

Results
* total charge: -1
* HOMO-LUMO gap (spin up / spin down): 2.00 / 8.15 eV
* E_HOMO (spin up / spin down): 0.29 / -5.91 eV
* <S²>: 0.750
* ΔE to the lowest compared entry with this formula, charge and spin: 2.9490 eV
* LUMO level (spin up / spin down): 2.2933 / 2.2387 eV
* strongest force on any atom: 3.4 eV/Å
* spin multiplicity: 2

Entry 2:
Formula: C6H33NO11
Source: the Open Molecules 2025 dataset
Level of theory: ωB97M-V/def2-TZVPD

Structure (XYZ):
```
51
Properties=species:S:1:pos:R:3:forces:R:3:mulliken_charge:R:1
C -2.6298 0.5633 1.2364 1.1 -1.1 1.3 -0.845
O -1.5184 1.0349 0.4964 0.2 1.0 -1.2 -0.252
C -0.6275 1.8947 1.2059 0.1 -0.7 1.2 -0.472
C 0.5549 2.4244 0.4085 -1.3 -1.1 0.1 -0.482
N -0.0023 3.3069 -0.5826 2.0 0.9 -1.0 -0.484
C 1.0144 3.5845 -1.7033 -1.4 -0.6 2.3 -0.501
C 0.4726 4.3429 -2.8301 0.1 0.6 -2.1 -0.611
O -0.5009 3.6069 -3.5039 -1.1 -0.3 0.0 -0.250
C -1.0980 4.1815 -4.6725 0.3 -1.0 1.0 -0.761
H -3.4619 0.1975 0.6349 0.1 0.7 -0.4 0.265
H -2.9065 1.2123 2.0673 -0.4 0.5 -0.4 0.386
H -2.2601 -0.3333 1.7339 -0.2 -0.4 0.3 0.309
H -0.1435 1.3245 1.9989 -0.3 -0.2 0.5 0.150
H -1.2150 2.7071 1.6334 0.1 0.2 0.1 0.459
H 1.0142 1.5356 -0.0241 0.3 -0.3 -0.4 0.189
H 1.2838 2.7851 1.1342 -0.1 0.8 -0.2 0.422
H -0.7780 2.7321 -0.8795 -0.2 0.4 -1.1 0.353
H 1.4384 2.6380 -2.0385 0.1 -0.1 -0.2 0.284
H 1.8151 4.2193 -1.3238 0.1 -0.2 0.5 0.321
H 1.2968 4.4608 -3.5336 0.6 0.2 -0.2 0.378
H 0.1617 5.3691 -2.6341 -0.4 0.0 0.6 0.385
H -0.3341 4.3741 -5.4257 0.0 0.2 -0.1 0.297
H -1.7035 5.0582 -4.4424 0.2 0.2 0.0 0.300
H -1.7542 3.3696 -4.9860 -0.1 0.3 -0.4 0.222
O 1.7152 -0.6111 1.5545 0.6 0.4 0.6 -0.621
H 1.6034 -1.0391 0.7056 -0.3 -0.1 -0.7 0.228
H 2.4768 -0.0430 1.4384 0.1 0.3 0.1 0.305
O 0.0999 -3.8862 3.6078 -0.6 -1.3 0.7 -0.702
H -0.1176 -2.9793 3.8231 0.0 0.0 -0.1 0.381
H 0.9321 -3.8284 3.1383 -0.4 0.2 0.2 0.393
O -0.6457 -2.2907 1.0054 -0.3 0.5 -0.1 -0.382
H -0.1380 -2.5651 0.2417 -0.1 -0.3 -0.2 0.245
H -0.0346 -1.7679 1.5245 -0.2 -0.2 0.2 0.311
O 0.1540 -1.2924 3.6330 -0.4 0.6 0.6 -0.607
H 0.7965 -1.0324 2.9728 0.5 0.2 -0.3 0.168
H 0.0398 -0.5130 4.1768 -0.2 0.1 0.2 0.304
O 1.6625 -1.6349 -0.9335 0.2 -0.2 0.1 -0.586
H 1.5437 -1.5536 -1.8798 -0.4 0.2 -0.3 0.251
H 2.4326 -2.1949 -0.8355 0.3 -0.3 0.0 0.233
O 0.5024 -5.0767 0.8302 0.0 -0.2 -0.2 -0.513
H 1.2763 -5.0801 1.3935 -0.1 -0.1 0.3 0.234
H 0.8438 -4.8968 -0.0457 0.0 0.0 -0.3 0.282
O 2.3200 -3.2646 2.4888 1.0 0.0 -0.5 -0.590
H 2.8733 -2.5007 2.6515 0.0 0.3 0.2 0.243
H 2.8025 -3.7765 1.8396 0.2 -0.2 -0.1 0.257
O -2.0272 -4.2286 -0.9238 0.1 -0.3 0.1 -0.572
H -2.2424 -3.3929 -1.3379 0.0 0.6 0.0 0.309
H -1.6369 -4.7504 -1.6249 0.0 -0.2 -0.2 0.274
O -1.6540 -1.1195 -1.3162 -0.2 -0.4 -0.8 -0.694
H -2.1686 -0.4071 -1.6956 0.0 0.2 -0.1 0.320
H -1.5281 -0.8643 -0.4023 0.3 -0.1 0.5 0.472
```
Positions in Å, forces in eV/Å.

Results
* total charge: 0
* HOMO-LUMO gap: 8.29 eV
* structure (SMILES): COCCNCCOC.O.O.O.O.O.O.O.O.O
* E_HOMO: -8.83 eV
* ΔE to the lowest compared entry with this formula, charge and spin: 5.9215 eV
* LUMO level: -0.5321 eV
* strongest force on any atom: 2.7 eV/Å